Record 1
This record from the Open Molecules 2025 dataset describes a gas-phase ion, H2N2O4S (charge -2) in a non-equilibrium geometry. The level of theory is wB97M-V/def2-TZVPD.

Summary:
- Total charge: -2
- Energy: -22033.49747 eV
- Energy relative to the best compared isomer or geometry (same formula, charge and spin): 132.6 kJ/mol

Bonds (Å) are listed after each position.
Cartesian coordinates (Å):
1 O -2.057 1.132 -0.721  S2 1.491
2 S -1.204 0.000 -0.258  O1 1.491, O3 1.484, O4 1.485, N5 2.017
3 O -1.234 -1.133 -1.215  S2 1.484
4 O -1.588 -0.434 1.109  S2 1.485
5 N 0.571 0.854 0.178  S2 2.017, N6 1.380, H8 1.025
6 N 1.496 -0.051 0.659  N5 1.380, O7 1.375, H9 1.037
7 O 2.208 -0.794 -0.254  N6 1.375
8 H 0.863 1.105 -0.771  N5 1.025
9 H 0.945 -0.679 1.273  N6 1.037

Record 2
This record from the Open Molecules 2025 dataset describes a single H2N2O4S molecule in a non-equilibrium geometry. The level of theory is wB97M-V/def2-TZVPD.

Summary:
- Total charge: 0
- Energy: -22032.90934 eV
- Energy relative to the best compared isomer or geometry (same formula, charge and spin): 220.1 kJ/mol

Bonds (Å) are listed after each position.
Cartesian coordinates (Å):
1 N -1.390 0.249 1.229  O3 1.189, O4 1.387, O6 1.190
2 N 1.418 -0.717 -0.996  S7 1.679, H8 1.013, H9 0.989
3 O -2.523 -0.102 1.320  N1 1.189
4 O -0.815 -0.011 -0.007  N1 1.387, S7 1.824
5 O 0.853 1.711 -0.969  S7 1.432
6 O -0.721 0.751 2.075  N1 1.190
7 S 0.905 0.591 -0.078  N2 1.679, O4 1.824, O5 1.432
8 H 1.304 -1.679 -0.701  N2 1.013
9 H 0.969 -0.792 -1.874  N2 0.989

Record 3
This record from the Open Molecules 2025 dataset describes a single H2N2O5Si molecule in a non-equilibrium geometry. The level of theory is wB97M-V/def2-TZVPD.

Summary:
- Total charge: 0
- Energy: -21121.30257 eV
- Energy relative to the best compared isomer or geometry (same formula, charge and spin): 144.9 kJ/mol

Bonds (Å) are listed after each position.
Cartesian coordinates (Å):
1 O -2.532 1.232 0.021  N2 1.196
2 N -1.447 0.773 0.227  O1 1.196, O3 1.174, O4 1.352
3 O -1.180 0.114 1.162  N2 1.174
4 O -0.426 1.197 -0.550  N2 1.352, Si5 1.620
5 Si 0.974 0.476 -0.168  O4 1.620, N6 1.887, H9 1.445, H10 1.468
6 N 0.486 -1.347 -0.139  Si5 1.887, O7 1.223, O8 1.228
7 O 0.779 -2.108 0.773  N6 1.223
8 O -0.390 -1.606 -0.959  N6 1.228
9 H 1.877 0.585 0.955  Si5 1.445
10 H 1.859 0.684 -1.321  Si5 1.468

Record 4
This record from the Open Molecules 2025 dataset describes a gas-phase ion, H2N2P (charge +1) in a non-equilibrium geometry. The level of theory is wB97M-V/def2-TZVPD.

Summary:
- Total charge: +1
- Energy: -12287.68927 eV
- ⟨S²⟩: 2.018
- Multiplicity: 3
- Energy relative to the best compared isomer or geometry (same formula, charge and spin): 190.2 kJ/mol

Bonds (Å) are listed after each position.
Cartesian coordinates (Å):
1 N 0.178 -1.401 -1.379  N2 1.197
2 N -0.046 -0.638 -0.485  N1 1.197, P3 1.628
3 P -0.200 0.324 0.819  N2 1.628, H4 1.450, H5 1.391
4 H 1.172 0.731 1.052  P3 1.450
5 H -1.103 0.985 -0.007  P3 1.391

Record 5
This record from the Open Molecules 2025 dataset describes a single H2N2P2S3 molecule in a non-equilibrium geometry. The level of theory is wB97M-V/def2-TZVPD.

Summary:
- Total charge: 0
- Energy: -54094.19987 eV
- Energy relative to the best compared isomer or geometry (same formula, charge and spin): 169.9 kJ/mol

Bonds (Å) are listed after each position.
Cartesian coordinates (Å):
1 N 0.729 1.083 -0.644  P3 1.706, S7 1.642, H8 1.020
2 N -0.993 -1.693 -0.788  P4 1.549, H9 1.009
3 P 0.244 1.166 0.989  N1 1.706, P4 2.447, S5 1.941
4 P -0.886 -0.965 0.576  N2 1.549, P3 2.447, S6 1.930
5 S 1.870 1.083 2.046  P3 1.941
6 S -1.711 -1.607 2.197  P4 1.930
7 S -0.362 0.912 -1.859  N1 1.642
8 H 1.687 1.328 -0.897  N1 1.020
9 H -0.577 -1.305 -1.621  N2 1.009

Record 6
This record from the Open Molecules 2025 dataset describes a gas-phase ion, H2N3O2 (charge -1) in a non-equilibrium geometry. The level of theory is wB97M-V/def2-TZVPD.

Summary:
- Total charge: -1
- Energy: -8594.57692 eV
- Energy relative to the best compared isomer or geometry (same formula, charge and spin): 168.3 kJ/mol

Bonds (Å) are listed after each position.
Cartesian coordinates (Å):
1 N -0.123 -0.500 0.380  N2 1.502, H6 0.995, H7 0.959
2 N 1.284 -0.924 0.067  N1 1.502, N3 1.291
3 N 2.169 0.015 0.080  N2 1.291, O4 1.240, O5 1.263
4 O 3.338 -0.354 -0.109  N3 1.240
5 O 1.913 1.251 0.138  N3 1.263
6 H -0.423 -0.526 -0.568  N1 0.995
7 H -0.242 0.410 0.656  N1 0.959